53
Properties=species:S:1:pos:R:3 method="wB97M-V/def2-TZVPD" total_charge=-1 gap_ev="4.44 / 6.54" e_lumo_ev="2.628 / 1.540" homo_ev="-1.810 / -5.002" spin_multiplicity=6 max_force_ha_per_bohr=0.122
Ru -0.854 -2.407 0.199
C -3.024 4.867 -1.343
C -1.839 4.696 -0.382
C -0.712 5.612 -0.873
C 0.479 5.524 0.061
C 0.903 4.095 0.222
C 2.232 3.812 0.578
C 2.645 2.498 0.752
F 3.919 2.249 1.084
C 1.758 1.449 0.594
C 0.427 1.725 0.258
C -0.520 0.591 0.127
O -0.114 -0.562 0.199
C -1.938 0.922 -0.069
C -2.258 2.209 -0.248
N -1.382 3.289 -0.290
C -0.029 3.049 0.063
C -2.981 -0.187 -0.041
O -4.178 0.180 -0.247
O -2.542 -1.345 0.199
H -3.250 5.928 -1.501
H -3.936 4.412 -0.946
H -2.815 4.416 -2.319
H -2.157 5.023 0.617
H -1.054 6.653 -0.922
H -0.408 5.325 -1.890
H 0.225 5.934 1.046
H 1.300 6.123 -0.350
H 2.954 4.611 0.718
H 2.092 0.426 0.741
H -3.307 2.460 -0.375
Cl -1.950 -7.994 0.090
C -0.751 -6.768 0.150
C 0.599 -7.098 0.196
C 1.546 -6.078 0.244
C 1.102 -4.763 0.244
N -0.202 -4.412 0.199
C -1.102 -5.426 0.153
H 0.916 -8.137 0.196
H 2.607 -6.301 0.281
H 1.804 -3.935 0.280
H -2.141 -5.115 0.118
C 3.203 -2.214 -1.105
O 1.783 -2.222 -1.052
C 1.364 -2.407 0.199
C 0.892 -2.609 1.569
H 3.612 -3.173 -0.766
H 3.612 -1.395 -0.503
H 3.506 -2.060 -2.145
H 0.730 -3.672 1.769
H -0.052 -2.083 1.735
H 1.624 -2.233 2.290
H -2.332 -3.481 0.199